DFT (ωB97M-V with the def2-TZVPD basis set) results for a cluster of 10 separate species, C30H70N10O10 in total.

Geometry as XYZ:
```
120
Properties=species:S:1:pos:R:3:forces:R:3
H -0.827242 -0.762217 -1.384508 -1.290 0.542 -4.201
O -4.292242 0.936783 3.582492 -0.131 1.964 -2.642
H -4.732242 2.544783 -4.103508 0.096 -2.033 -0.433
C -0.148242 -3.711217 3.988492 -0.667 -1.904 -0.015
O 4.831758 -3.920217 -0.619508 -3.146 2.841 0.251
C 3.004758 5.745783 -4.135508 -0.759 2.219 3.859
H -3.984242 -2.239217 1.428492 -0.287 2.047 0.399
H -4.333242 1.100783 -0.225508 0.246 1.480 -0.949
H -0.122242 -3.014217 3.178492 -0.798 0.362 -0.821
O -0.509242 -7.213217 3.302492 -1.047 -1.828 -0.580
C 3.739758 3.263783 -0.230508 -1.156 -0.632 -3.316
C -4.018242 -0.585217 -3.337508 1.006 -0.343 2.994
H -2.821242 1.685783 6.503492 -1.408 2.593 -1.287
H -4.652242 -1.562217 -3.192508 1.858 0.940 -0.131
H 2.251758 -2.098217 -4.948508 -0.760 0.789 0.071
C 3.030758 -1.391217 -4.664508 2.731 -10.760 -4.750
H 4.666758 -5.909217 0.581492 -1.206 0.418 0.400
C -0.082242 -6.184217 3.780492 1.054 -3.012 -0.749
H 5.549758 -2.386217 -2.726508 -0.244 0.102 0.709
H 3.034758 -6.547217 1.349492 0.846 1.882 -1.109
H 3.334758 -6.391217 -0.347508 -0.477 -1.472 -2.269
H -0.476242 3.631783 0.599492 -2.211 -1.229 -2.560
H 2.556758 0.211783 -1.178508 -0.881 0.429 1.001
H -0.212242 1.591783 7.838492 1.740 -2.266 -0.516
H 1.163758 4.405783 -2.116508 1.854 -2.566 10.858
H 0.004758 -0.221217 7.430492 -0.359 -3.247 1.931
C -4.233242 0.101783 0.055492 1.102 -3.372 1.356
H 3.547758 -4.007217 -3.052508 -0.278 -1.106 -0.089
H 3.337758 6.298783 -3.062508 -0.710 -1.502 -2.763
H -6.928242 -0.367217 -3.475508 0.179 -0.934 1.156
H 2.807758 -0.615217 -4.271508 -3.157 9.781 4.809
N -2.514242 3.742783 -0.355508 1.262 -0.807 1.843
H -2.313242 -3.830217 3.061492 -0.087 0.728 -0.861
H 3.514758 3.361783 -5.154508 -2.492 -0.114 2.582
H -1.617242 1.226783 3.958492 1.017 -0.380 3.135
H 4.574758 2.747783 -0.704508 0.146 1.057 -1.241
H -5.099242 -0.467217 -0.225508 -0.893 0.064 -0.418
C 1.445758 0.384783 -1.215508 1.587 -4.052 -1.483
O -1.198242 -1.606217 0.336492 1.575 0.907 -1.164
N -0.684242 -5.069217 3.578492 -2.030 6.625 0.149
H 2.364758 2.588783 2.568492 0.124 0.152 0.363
H 2.459758 4.249783 1.632492 1.439 -2.885 0.907
O 4.359758 0.834783 2.221492 1.389 -0.080 -0.716
H -4.490242 -1.460217 3.033492 -0.062 -0.014 -0.436
O 4.881758 -0.400217 -2.939508 -0.205 -3.579 0.433
C -3.307242 3.409783 -1.508508 -0.689 -1.859 1.150
H 2.510758 6.632783 -4.687508 0.312 -2.053 0.426
H 0.128758 4.078783 -3.251508 1.263 -0.592 -0.684
H -2.590242 0.573783 7.482492 0.313 -1.945 3.808
H -0.713242 3.083783 -1.120508 2.112 0.417 -4.087
H 0.827758 0.576783 1.895492 0.678 -1.743 -2.116
C -3.047242 4.470783 0.650492 -0.562 -0.590 1.483
H 1.411758 0.057783 -2.316508 -1.251 0.370 1.596
C 3.059758 3.253783 2.062492 -1.114 1.685 -1.365
H -3.229242 1.790783 -4.321508 0.330 -1.290 1.167
O 2.108758 2.182783 -3.828508 2.070 5.331 -2.239
H 0.888758 -6.361217 4.258492 0.164 1.560 0.615
H 1.230758 0.809783 6.694492 -3.089 0.266 0.538
C -3.940242 -1.307217 2.095492 1.419 0.584 1.107
C 2.607758 3.325783 -4.261508 0.084 -4.648 0.318
C 1.482758 -4.480217 0.502492 2.018 2.483 -2.938
H -1.159242 2.058783 0.097492 -0.947 -0.763 0.135
C 3.889758 -3.665217 -4.016508 -6.926 3.411 1.256
C -4.334242 1.119783 2.318492 0.268 -1.191 3.224
C -6.274242 -0.001217 -4.228508 -0.482 0.668 -0.335
H -7.015242 0.714783 -4.642508 1.542 1.406 0.604
N -0.928242 0.949783 6.157492 -2.086 -0.105 -2.968
H 4.820758 0.750783 0.252492 0.434 1.303 0.025
N 2.258758 4.526783 -3.755508 -0.867 0.701 -1.347
H 3.808758 4.369783 -0.132508 0.319 -0.778 -0.251
H -4.416242 2.022783 1.664492 -0.096 0.146 1.160
O 0.314758 1.537783 4.387492 2.921 0.468 -0.936
H -6.362242 -0.616217 -5.092508 0.961 -1.422 -0.513
C -2.021242 -4.819217 2.800492 0.287 -2.840 5.738
H 4.780758 -3.940217 -4.184508 6.601 -2.449 -1.465
C -0.460242 -0.977217 -0.482508 -1.995 -2.035 4.918
H 3.850758 3.660783 2.648492 0.116 0.269 1.369
H -2.737242 -0.032217 5.752492 0.303 2.348 2.326
N 3.871758 -2.203217 -3.832508 -0.281 -1.411 0.134
H -1.779242 -5.238217 1.939492 0.629 -0.361 -4.897
H -2.538242 4.572783 1.684492 0.253 -0.234 -1.827
H 1.181758 1.357783 -1.095508 -0.425 2.958 0.046
H 1.009758 -4.814217 1.365492 -0.035 -1.087 1.719
H 3.600758 -1.270217 -5.552508 0.358 0.831 -1.143
N -4.898242 0.353783 -3.749508 -0.005 1.339 -1.825
H 3.886758 5.372783 -4.559508 1.297 0.094 -0.971
C -1.223242 3.065783 -0.274508 0.435 2.340 6.650
H 1.087758 -4.920217 -0.407508 -0.579 -0.322 0.164
H -2.871242 -1.149217 2.401492 -0.704 -0.864 -0.162
C 3.547758 -5.896217 0.526492 0.485 0.621 1.900
C 1.032758 4.676783 -2.964508 -1.728 -0.407 -10.004
H 3.090758 -2.660217 -0.404508 -0.073 1.113 -0.317
H -0.742242 -3.340217 4.823492 0.292 0.187 0.010
O -4.183242 4.885783 0.568492 -0.509 0.686 0.034
N 0.685758 -0.428217 -0.205508 3.469 1.451 0.919
C -0.738242 1.223783 4.837492 -2.458 0.098 -1.572
H 2.236758 -0.342217 1.258492 2.269 0.273 -0.410
H 3.200758 -3.847217 -4.853508 0.341 -0.554 0.483
N 2.971758 -4.521217 0.313492 -3.257 -3.584 3.578
H 0.885758 -3.785217 4.179492 1.217 -0.381 1.054
N -4.246242 0.057783 1.565492 0.311 -3.086 -3.935
O -2.848242 -0.312217 -2.905508 -3.690 -1.477 -1.988
H 1.297758 -3.404217 0.430492 -0.619 -0.052 0.023
C 4.511758 1.374783 1.127492 -4.313 0.740 2.277
N 3.751758 2.587783 0.973492 0.838 -1.780 0.478
H -3.397242 -0.591217 -0.437508 -1.067 2.250 1.387
H -2.776242 3.904783 -2.217508 0.580 1.800 -3.132
C 1.206758 -0.356217 1.208492 1.063 12.292 -6.188
H 0.930758 -1.045217 1.665492 -4.764 -11.402 7.100
H -2.828242 -5.555217 3.130492 1.014 0.971 0.272
C 3.623758 -3.572217 -0.261508 5.898 -2.760 -1.446
H -4.324242 1.441783 -5.479508 -0.729 -0.200 -0.392
C 0.084758 0.714783 7.076492 3.045 5.537 0.781
H 0.565758 5.562783 -3.116508 -0.378 3.470 0.052
H -4.388242 3.680783 -1.426508 1.169 -0.269 0.012
H 2.784758 2.983783 -0.908508 1.734 0.868 1.343
C 4.774758 -1.685217 -3.054508 1.808 5.028 -0.235
C -4.276242 1.510783 -4.399508 -1.005 3.406 -0.298
H -3.078242 2.347783 -1.752508 -0.834 0.326 0.291
C -2.307242 0.804783 6.550492 0.029 -3.369 -5.388
```
Positions in Å, forces in eV/Å.

Calculated values
E_LUMO = 0.25 eV
energy relative to the best compared isomer or geometry (same formula, charge and spin) = 531.4 kcal per mole
charge = 0
HOMO = -8.68 eV

Atomic partial charges in e from the Löwdin method, atoms 1 to 5: 0.076, -0.084, 0.116, -0.030, -0.097